No. 1
One molecule with the formula C20H16N2O3, computed with wB97M-V/def2-TZVPD.

Values from the calculation:
SMILES: CC(=O)C1=C(c2ccccc2)OC(N)=C(C#N)[C@H]1c1ccc(O)cc1
E_LUMO in eV: 0.21
Frontier orbital gap in eV: 8.6637

Structure (XYZ):
```
41
Properties=species:S:1:pos:R:3:forces:R:3
C -0.463 -2.324 -0.580 -0.1 -0.2 -0.3
C -0.329 -1.172 -1.543 -0.2 -0.5 0.5
O -0.167 -1.324 -2.730 0.1 0.1 -0.1
C -0.259 0.173 -0.904 0.0 0.9 0.0
C -1.228 0.712 -0.155 0.3 -0.5 -0.6
C -2.556 0.127 0.077 -0.2 0.1 0.1
C -3.197 -0.618 -0.912 0.1 0.1 0.1
C -4.447 -1.159 -0.674 -0.1 -0.1 0.0
C -5.075 -0.957 0.544 0.0 0.0 0.0
C -4.451 -0.204 1.525 0.0 0.0 0.1
C -3.201 0.339 1.294 0.1 0.0 0.0
H -2.710 0.923 2.058 0.0 0.1 0.1
H -4.939 -0.039 2.474 0.0 0.0 0.1
H -6.052 -1.379 0.726 -0.1 0.0 0.0
H -4.936 -1.734 -1.446 0.0 0.0 -0.1
H -2.722 -0.757 -1.871 0.0 0.0 -0.1
O -1.101 1.939 0.464 0.3 0.3 0.1
C -0.010 2.695 0.182 0.3 0.2 -0.1
C 1.006 2.277 -0.608 -1.0 -0.8 0.1
C 2.057 3.146 -0.914 0.3 0.4 0.0
N 2.907 3.876 -1.176 0.3 0.2 0.0
C 1.069 0.862 -1.135 -0.1 0.1 0.2
C 2.152 0.065 -0.434 0.1 0.0 -0.2
C 2.192 0.016 0.952 0.1 -0.1 -0.1
C 3.159 -0.726 1.604 0.0 -0.1 0.1
C 4.102 -1.437 0.872 -0.2 0.1 -0.2
C 4.062 -1.397 -0.518 0.2 -0.2 0.3
C 3.095 -0.650 -1.160 -0.1 0.1 0.1
H 3.070 -0.625 -2.239 0.0 0.0 -0.1
H 4.799 -1.953 -1.075 0.1 -0.1 -0.1
O 5.069 -2.184 1.469 0.2 -0.1 0.1
H 5.001 -2.106 2.428 0.0 0.0 -0.1
H 3.185 -0.752 2.686 0.0 0.0 0.1
H 1.465 0.565 1.533 -0.1 0.1 0.1
H 1.281 0.864 -2.213 -0.1 0.0 0.1
N -0.056 3.904 0.816 -0.2 -0.3 0.0
H 0.593 4.606 0.500 0.0 0.0 0.0
H -0.964 4.221 1.113 0.0 0.0 -0.1
H 0.517 -2.476 -0.127 0.1 0.0 0.1
H -1.175 -2.106 0.210 0.0 0.0 0.1
H -0.745 -3.229 -1.113 0.0 -0.1 0.0
```
Forces are in eV/Å.


No. 2
A 2-piece molecular cluster, C6H14NO2P overall, computed with wB97M-V/def2-TZVPD.

Values from the calculation:
E_LUMO (alpha / beta) in eV: 0.79 / -0.76
Frontier orbital gap (alpha / beta) in eV: 9.5355 / 6.1241

Structure (XYZ):
```
24
Properties=species:S:1:pos:R:3:forces:R:3
C 0.994 0.040 -2.260 1.3 2.5 0.1
C -2.964 1.995 0.119 1.4 -0.7 -0.5
C -1.866 -1.866 1.056 0.2 -0.9 -0.7
C 3.211 1.678 0.726 2.6 0.8 -1.8
C -1.092 -2.300 -0.235 -1.5 -0.1 0.1
C 2.275 0.493 0.535 2.3 0.8 -1.0
N -4.139 2.134 0.362 -0.5 0.2 0.2
O 0.033 -1.477 -0.397 0.5 1.4 -0.4
O 1.044 0.969 0.106 -2.7 -0.8 -0.8
P -0.125 0.120 -0.844 3.1 -0.2 0.4
H 1.876 0.828 -2.150 -1.8 -1.9 -0.5
H 0.646 -0.099 -3.281 0.1 -0.3 0.1
H -2.168 1.248 -0.305 -1.7 0.9 0.6
H -2.495 -2.722 1.439 -0.2 1.2 -0.9
H -1.060 -1.931 1.820 -0.5 1.2 -0.2
H -2.406 -0.852 0.842 1.0 -2.0 1.1
H 3.514 2.208 -0.283 -1.1 -1.0 1.7
H 2.717 2.411 1.341 0.2 0.4 0.4
H 4.291 1.410 1.100 -2.3 0.2 -0.1
H -1.720 -2.365 -1.176 0.5 0.4 1.0
H -0.644 -3.280 -0.149 -0.2 -0.4 0.4
H 2.221 0.005 1.446 -0.6 -1.0 2.0
H 2.837 -0.196 -0.089 -0.6 -0.4 -0.9
H -4.980 1.550 0.278 0.5 -0.3 -0.2
```
Forces are in eV/Å.


No. 3
A 2-piece molecular cluster, C3H8NO2 overall, computed with wB97M-V/def2-TZVPD.

Values from the calculation:
E_LUMO in eV: -4.80
Frontier orbital gap in eV: 10.3345
Net charge: +1

Structure (XYZ):
```
14
Properties=species:S:1:pos:R:3:forces:R:3
O 1.086 -0.870 0.730 2.4 3.6 1.8
C 1.665 -0.001 1.462 -3.9 -4.0 -0.9
O 1.104 1.188 1.671 -0.3 -0.7 -1.8
H 2.376 -0.368 2.196 0.9 0.4 -0.2
H 1.335 1.578 2.497 0.8 0.6 1.1
C -1.386 -0.962 -2.270 -1.2 1.1 1.1
C -1.178 0.932 -0.682 -0.7 -1.3 -0.9
N -1.238 -0.345 -0.803 1.7 -0.3 -2.4
H -2.353 -1.515 -2.377 1.2 0.2 0.4
H -1.367 -0.153 -3.014 -0.2 0.1 0.6
H -0.478 -1.507 -2.454 0.1 -0.7 0.3
H -1.518 1.557 -1.503 -0.1 -0.2 0.0
H -0.801 1.427 0.171 0.4 0.1 1.1
H -0.650 -0.966 -0.165 -1.0 1.1 -0.2
```
Forces are in eV/Å.


No. 4
C17H35ClF6N6NiO9S2 as an isolated structure, computed with wB97M-V/def2-TZVPD.

Values from the calculation:
Spin multiplicity: 3
E_LUMO (alpha / beta) in eV: 0.01 / 0.01
Frontier orbital gap (alpha / beta) in eV: 8.6730 / 8.6325

Structure (XYZ):
```
77
Properties=species:S:1:pos:R:3:forces:R:3
Ni -9.438 3.029 33.829 0.3 0.4 2.9
C -6.578 1.738 31.196 -0.6 -1.0 -0.5
F -6.141 1.144 32.308 0.1 0.5 -0.3
F -6.269 3.014 31.183 0.6 -0.7 -0.3
F -6.072 1.001 30.146 -0.6 1.6 1.3
S -8.483 1.529 31.168 -1.5 -1.6 -2.1
O -8.915 1.388 29.734 1.2 0.0 4.3
O -8.644 0.370 32.045 0.0 1.3 -0.8
N -9.213 2.920 31.943 2.4 -2.3 -3.8
S -9.228 4.009 30.748 -1.2 3.3 -2.5
O -9.290 5.365 31.235 -0.7 -1.0 0.7
O -8.309 3.894 29.630 -0.6 -0.8 1.4
C -10.996 3.603 29.869 0.6 -0.7 0.7
F -11.727 4.660 29.573 0.3 0.9 0.0
F -10.742 2.955 28.741 -0.3 0.1 0.2
F -11.808 2.836 30.663 0.9 0.1 -0.3
Cl -7.261 3.805 34.629 -0.7 0.0 -0.4
C -13.195 0.739 34.321 -0.5 -0.5 -0.4
C -11.851 0.922 33.706 0.9 1.3 0.6
O -11.176 1.945 33.851 -1.0 1.9 1.1
N -11.221 -0.008 33.047 0.1 -1.8 -0.7
C -11.709 -1.158 32.290 0.0 1.9 0.5
H -13.422 1.373 35.178 0.5 0.2 -0.3
H -13.286 -0.300 34.639 -0.2 0.0 0.0
H -13.934 0.919 33.541 -0.3 0.0 0.1
H -10.249 0.254 32.965 0.2 -0.2 -0.6
H -10.901 -1.878 32.420 -0.9 -0.8 -0.2
H -11.849 -0.848 31.254 0.5 -0.3 -0.3
H -12.735 -1.278 32.637 0.2 -1.3 0.3
C -12.157 4.040 37.099 -2.5 0.1 0.0
C -10.781 3.574 37.199 0.0 0.3 -3.7
O -10.166 3.242 36.216 1.2 -0.8 -2.3
N -10.193 3.618 38.327 0.8 0.3 5.8
C -8.752 3.424 38.587 -1.0 0.2 -0.1
H -12.288 5.115 37.221 0.2 0.0 0.5
H -12.748 3.477 37.821 -0.3 0.4 0.4
H -12.654 3.842 36.149 0.7 -0.3 -0.2
H -10.810 3.821 39.100 0.4 0.1 0.2
H -8.290 4.379 38.335 0.7 -0.6 -0.8
H -8.503 2.493 38.079 0.8 0.6 -0.4
H -8.498 3.315 39.641 -0.8 -0.2 0.2
C -9.056 -0.621 36.301 0.9 -0.7 -1.0
C -8.236 0.159 35.305 1.8 0.6 -0.8
O -8.750 1.093 34.721 -0.8 0.5 -0.5
N -6.890 -0.070 35.112 0.3 -1.0 0.9
C -6.146 -1.172 35.777 -2.1 -0.3 -0.2
H -8.696 -1.647 36.379 0.2 0.1 0.5
H -10.061 -0.720 35.891 -0.1 0.6 0.4
H -8.921 -0.036 37.210 -0.6 -0.4 0.3
H -6.347 0.555 34.534 -0.6 0.3 0.0
H -6.773 -2.040 35.572 0.3 -0.4 0.2
H -6.184 -1.054 36.860 0.6 0.1 0.0
H -5.165 -1.451 35.392 -0.1 0.8 -0.1
C -5.943 7.044 33.229 0.0 0.3 0.2
C -4.887 7.654 34.189 1.5 2.3 -0.6
O -4.008 8.504 33.899 -1.7 -1.6 -0.5
N -4.996 7.309 35.477 -1.3 -1.4 1.9
C -4.182 7.685 36.633 0.1 0.7 -0.7
H -6.239 7.742 32.446 0.6 0.1 0.0
H -6.896 6.795 33.697 0.2 0.0 0.6
H -5.643 6.102 32.770 0.4 0.1 0.0
H -5.687 6.613 35.718 -0.1 0.0 -0.4
H -4.694 8.278 37.390 -0.7 0.0 -0.2
H -3.414 8.370 36.275 0.4 -0.6 0.0
H -3.845 6.793 37.162 0.5 0.0 -0.3
C -10.205 6.811 34.934 1.0 0.3 0.9
C -11.050 5.888 34.122 1.7 -0.4 -0.2
O -10.586 4.824 33.727 -0.1 -0.6 -0.2
N -12.250 6.300 33.792 -1.6 -0.3 0.4
C -13.181 5.621 32.893 -0.9 0.7 -0.3
H -9.343 7.179 34.377 0.1 -0.6 -0.5
H -9.801 6.193 35.736 0.2 0.1 0.1
H -10.567 7.752 35.347 -0.9 -0.3 0.0
H -12.633 6.989 34.423 -0.1 0.2 -0.5
H -14.167 5.507 33.343 -0.1 0.5 0.3
H -13.030 4.608 32.522 1.3 0.2 0.3
H -13.255 6.328 32.067 -0.4 -0.5 -0.4
```
Forces are in eV/Å.


No. 5
C38H34F22N5O12S6V as an isolated structure, computed with wB97M-V/def2-TZVPD.

Values from the calculation:
Spin multiplicity: 4
E_LUMO (alpha / beta) in eV: -5.88 / -8.33
Frontier orbital gap (alpha / beta) in eV: 4.2200 / 1.7710
Net charge: +1

Structure (XYZ):
```
118
Properties=species:S:1:pos:R:3:forces:R:3
V 1.383 -1.241 2.477 -1.2 0.8 -0.8
C 1.559 0.983 6.381 -1.2 -0.2 -0.2
F 2.639 1.439 5.786 -0.8 0.2 -0.6
F 1.818 0.948 7.660 -0.3 -0.6 0.5
F 0.425 1.726 6.199 2.4 -0.9 -0.3
S 1.328 -0.959 5.780 2.2 0.7 0.5
O 2.631 -1.469 5.439 -0.5 0.4 -0.7
O 0.682 -1.635 6.857 -0.7 0.4 -0.5
N 0.462 -0.931 4.221 1.3 0.1 2.5
S -1.076 -0.873 4.674 -4.8 0.5 1.1
O -1.334 0.017 5.826 1.2 -2.5 -2.3
O -1.934 -0.653 3.546 0.6 0.1 -0.8
C -1.571 -2.764 5.131 0.0 2.2 -1.4
F -2.262 -3.412 4.131 0.7 1.0 1.4
F -0.455 -3.414 5.343 -0.1 -0.9 0.4
F -2.341 -2.569 6.169 0.0 -1.1 0.3
C 5.956 -1.040 2.920 2.7 -0.9 -1.4
F 7.018 -0.289 2.561 -1.6 0.3 0.5
F 6.237 -2.234 2.276 -1.6 1.5 1.3
F 5.986 -1.228 4.230 -0.9 0.3 -1.0
S 4.290 -0.037 2.329 0.4 2.7 0.3
O 3.542 0.246 3.544 0.3 -0.7 -1.0
O 4.712 1.093 1.476 -1.1 -3.1 2.3
N 3.162 -1.166 1.539 3.0 1.0 1.0
S 3.919 -1.387 0.133 2.0 -1.0 -5.1
O 3.135 -0.971 -0.991 -1.2 -0.6 0.5
O 5.302 -0.911 -0.025 -2.1 -1.7 1.9
C 3.952 -3.332 0.051 0.4 1.1 -1.6
F 4.791 -3.759 0.965 -0.6 -0.7 -0.2
F 2.712 -3.797 0.170 -0.2 -0.1 1.1
F 4.325 -3.789 -1.187 0.3 0.8 1.1
C -2.174 -0.783 0.068 1.9 1.3 -0.3
F -2.510 0.376 0.621 -0.4 -1.4 -0.8
F -2.207 -1.756 0.932 -0.7 -0.4 0.3
F -2.818 -1.092 -1.052 0.0 0.5 0.8
S -0.273 -0.716 -0.451 0.3 -0.5 -3.1
O 0.184 -2.088 -0.584 -0.5 0.5 0.7
O -0.121 0.075 -1.709 -0.3 -1.7 3.4
N 0.516 -0.113 1.039 -1.2 -0.4 -1.4
S 0.585 1.489 0.643 1.1 6.4 -0.9
O 1.808 1.892 -0.024 -0.6 -1.6 1.2
O -0.602 2.025 -0.031 0.9 -1.7 1.9
C 0.664 2.458 2.370 0.6 -0.8 -0.5
F -0.395 2.115 3.059 -1.0 0.5 0.1
F 1.703 1.950 3.046 0.4 0.2 -0.3
F 0.817 3.785 2.267 -0.5 -1.7 -0.4
C -3.237 3.257 3.458 -0.6 -0.3 0.1
C -3.646 3.267 1.982 -0.6 1.0 -0.5
C -4.704 4.419 1.738 0.5 -0.2 0.2
C -4.423 5.661 2.437 0.4 2.2 2.0
N -4.248 6.674 2.991 -0.2 -2.0 -1.2
H -2.435 3.988 3.557 -0.1 -0.1 0.5
H -2.987 2.294 3.903 0.6 -0.2 -0.6
H -4.075 3.512 4.106 -0.1 0.6 -0.1
H -4.130 2.374 1.587 0.1 -0.2 0.4
H -2.771 3.433 1.354 0.0 0.0 0.0
H -5.661 4.031 2.087 -0.1 0.2 -0.1
H -4.821 4.830 0.736 0.0 -1.0 -0.5
C 0.276 -6.262 -0.409 0.9 -0.4 1.3
C -0.708 -6.440 0.770 0.2 0.7 -1.6
C -1.501 -5.173 1.129 0.4 0.3 0.4
C -0.680 -3.993 1.714 0.1 0.4 0.6
N -0.104 -3.098 2.202 -0.1 -1.6 -1.5
H 0.678 -7.251 -0.633 0.0 0.0 -0.1
H 1.112 -5.719 0.032 0.2 0.4 -0.6
H -0.063 -5.834 -1.352 -0.4 0.2 0.4
H -0.168 -6.797 1.648 -0.2 -0.3 -0.2
H -1.425 -7.159 0.373 -0.3 -0.1 0.8
H -2.276 -5.525 1.810 0.2 0.7 0.7
H -2.084 -4.880 0.256 0.4 0.7 -0.1
F 2.534 -3.612 -7.399 0.3 -0.2 -0.8
C 2.297 -3.585 -6.146 0.0 -0.5 1.7
C 1.578 -2.601 -5.564 -1.5 3.0 -0.3
C 1.351 -2.516 -4.208 0.0 1.3 -1.7
C 1.877 -3.471 -3.357 -0.1 -0.7 1.4
C 2.591 -4.526 -3.872 0.6 -0.1 -1.1
C 2.779 -4.566 -5.256 0.9 -2.5 1.4
H 1.297 -1.811 -6.245 -0.4 0.3 0.2
H 0.888 -1.676 -3.713 -0.3 0.3 -0.4
H 1.624 -3.302 -2.321 0.3 -0.4 0.4
H 3.024 -5.271 -3.222 0.0 -0.2 -0.2
H 3.248 -5.460 -5.639 0.3 0.0 -0.3
F -2.468 -4.377 -4.114 -0.4 1.1 0.1
C -3.207 -3.236 -4.442 0.5 -2.1 -0.5
C -4.295 -3.452 -5.273 0.2 1.4 -0.2
C -5.013 -2.311 -5.651 -0.7 -0.2 0.5
C -4.685 -1.021 -5.209 0.7 -1.0 -0.2
C -3.511 -0.906 -4.490 0.4 0.4 0.3
C -2.769 -2.005 -4.054 -0.2 0.6 -0.1
H -4.521 -4.413 -5.711 0.0 -0.1 0.3
H -5.923 -2.483 -6.205 0.0 0.2 -0.3
H -5.248 -0.133 -5.453 -0.1 -0.1 -0.2
H -3.106 0.072 -4.278 -0.2 0.2 0.2
H -1.887 -1.842 -3.453 0.1 -0.2 0.0
F -6.460 3.337 -2.645 -1.2 -0.9 -0.8
C -5.157 3.329 -2.443 1.2 -1.0 0.9
C -4.684 4.479 -1.902 2.2 1.1 0.5
C -3.310 4.565 -1.553 -1.3 1.0 -0.5
C -2.465 3.548 -1.794 1.0 -1.9 -1.1
C -2.951 2.351 -2.368 -1.3 0.1 -0.1
C -4.317 2.185 -2.624 -0.2 1.6 0.3
H -5.261 5.387 -1.807 -0.5 -0.2 0.0
H -2.851 5.489 -1.236 -0.4 0.2 0.3
H -1.408 3.720 -1.656 0.1 -0.3 0.1
H -2.375 1.510 -2.726 0.8 0.1 0.5
H -4.685 1.229 -2.966 -0.2 0.1 -0.2
F 2.714 4.473 -0.872 -1.5 -1.0 0.1
C 3.630 5.405 -0.894 0.5 1.6 -0.3
C 3.307 6.709 -1.277 -0.1 -2.3 -0.5
C 4.339 7.594 -1.431 0.3 1.8 0.3
C 5.652 7.330 -1.098 0.1 -2.9 1.0
C 5.909 5.954 -0.709 0.9 2.3 -0.7
C 4.921 5.036 -0.611 -0.2 -0.6 0.1
H 2.318 6.863 -1.681 -0.1 0.4 0.3
H 4.065 8.583 -1.769 0.1 0.2 -0.1
H 6.434 8.072 -1.027 -0.1 0.0 -0.4
H 6.887 5.516 -0.576 0.4 0.7 0.2
H 5.200 4.027 -0.345 -0.4 -0.2 0.0
```
Forces are in eV/Å.


Number 1: E_tot -30121.9452 eV. Number 2: E_tot -21317.1727 eV. Number 3: E_tot -8817.7957 eV. Number 4: E_tot -137105.7013 eV. Number 5: E_tot -222442.0066 eV.